Entry 1:
This record from the OMol25 dataset describes C23H31NO6Se2Te2Zr as an isolated structure. The level of theory is ωB97M-V with the def2-TZVPD basis set.

Element x y z (Å)
Zr1 -1.18083 0.99574 -0.44624
O1 0.35299 3.41350 -3.50173
C1 -0.26529 3.01568 -2.35426
O2 -0.54202 1.73264 -2.25702
C2 0.22512 3.63550 -1.07385
C3 0.79425 4.88666 -0.87202
C4 0.95110 5.31477 0.43653
C5 0.47609 4.55196 1.50932
C6 -0.08555 3.33518 1.22943
N1 -0.12500 2.88759 -0.03246
C7 -0.89599 2.47138 2.18347
O3 -1.00033 2.75523 3.34480
O4 -1.47780 1.46638 1.54793
H1 0.35783 2.63751 -4.08103
H2 1.09449 5.49506 -1.71380
H3 1.40656 6.27743 0.63010
H4 0.50288 4.90808 2.52969
Se1 -3.13708 3.51127 -0.17053
Te1 -2.52563 3.99612 -2.44131
Te2 -3.42876 1.61936 -3.56407
Se2 -3.53079 0.25192 -1.47372
C8 -3.93999 -3.08881 1.05223
C9 -2.59758 -2.95821 0.33342
C10 -2.31787 -4.18547 -0.53699
C11 -1.45442 -2.71340 1.29823
C12 -1.23226 -3.58421 2.35891
C13 -0.16687 -3.40079 3.22599
C14 0.68702 -2.32877 3.02808
C15 0.50228 -1.43269 1.97991
C16 1.50746 -0.31332 1.79214
C17 2.83529 -0.88695 1.29772
C18 1.71033 0.50182 3.07040
C19 -0.57427 -1.64711 1.11939
O5 -0.76772 -0.82705 0.03183
H5 -4.75055 -3.17830 0.32601
H6 -4.14056 -2.21598 1.67562
H7 -3.96867 -3.97337 1.69232
H8 -2.66075 -2.09784 -0.33166
H9 -2.28734 -5.09338 0.07145
H10 -1.35710 -4.09536 -1.04821
H11 -3.09589 -4.30998 -1.29331
H12 -1.90209 -4.42419 2.50034
H13 0.00033 -4.08865 4.04428
H14 1.52190 -2.18001 3.70358
H15 1.13468 0.35651 1.01117
H16 3.23603 -1.58936 2.03173
H17 3.57634 -0.09709 1.14828
H18 2.70153 -1.42538 0.35848
H19 2.32153 -0.05641 3.78313
H20 0.76707 0.74193 3.55748
H21 2.23539 1.43654 2.85557
C20 -0.29397 -1.64534 -3.12290
C21 1.17213 -1.50726 -2.79218
O6 1.39926 -0.32491 -2.03022
C22 2.75439 0.08589 -2.08642
C23 2.89538 1.44067 -1.43390
H22 -0.44046 -2.54198 -3.72925
H23 -0.65139 -0.78458 -3.69180
H24 -0.90634 -1.74179 -2.22755
H25 1.75992 -1.44725 -3.71573
H26 1.53093 -2.37593 -2.22569
H27 3.07715 0.13339 -3.13373
H28 3.39353 -0.65131 -1.58570
H29 2.45185 2.22562 -2.04829
H30 3.95102 1.67815 -1.29071
H31 2.41712 1.45299 -0.45269

Properties
relative energy (zero: lowest compared OMol25 entry of this formula, charge and spin) = 0.891 eV
multiplicity = 1
E_LUMO = -1.011 eV

=====

Entry 2:
This record from the OMol25 dataset describes C23H32BF4I2N2OPtSi3 as an isolated structure. The level of theory is ωB97M-V with the def2-TZVPD basis set.

Element x y z (Å)
Pt1 0.09286 0.03920 -0.60932
I1 -2.10199 -4.64756 -1.48086
C1 -1.67337 -3.07339 -2.75813
C2 -2.07330 -3.17029 -4.10278
C3 -1.81055 -2.17976 -5.00624
I2 -2.44523 -2.42275 -6.97641
C4 -1.10490 -1.02040 -4.59437
C5 -0.73641 0.05644 -5.43508
C6 0.00127 1.09457 -4.94638
C7 0.35808 1.09273 -3.58522
N1 -0.00407 0.12962 -2.77431
C8 -0.72176 -0.92884 -3.24670
C9 -1.01337 -1.95603 -2.27250
O1 -0.63955 -1.80396 -1.03854
H1 -2.59963 -4.06087 -4.41782
H2 -1.04477 0.04265 -6.47202
H3 0.29554 1.92364 -5.57311
H4 0.94504 1.89743 -3.16158
C10 -2.59178 -0.62165 1.57538
Si1 -1.00258 0.11351 2.24503
C11 -0.99460 -0.34012 4.09157
C12 -1.23195 1.98437 2.23080
C13 0.57407 -0.43005 1.41218
Si2 0.94751 -2.24856 1.63589
C14 2.06654 -2.94925 0.28921
C15 1.87664 -2.48530 3.27077
C16 -0.56800 -3.34060 1.79488
Si3 2.04288 0.62436 1.67887
C17 2.37065 1.21720 3.43089
C18 3.67149 -0.02158 1.00432
C19 1.66043 2.16609 0.64836
C20 2.18595 3.44327 0.78358
C21 1.67419 4.48665 0.02740
C22 0.62346 4.23775 -0.83714
C23 0.15402 2.94296 -0.96990
N2 0.69279 1.93657 -0.26893
H5 -3.38812 0.10639 1.75135
H6 -2.84851 -1.54904 2.08888
H7 -2.56715 -0.81269 0.50180
H8 -1.88836 0.03943 4.59175
H9 -0.12418 0.07720 4.60446
H10 -0.97646 -1.42289 4.23449
H11 -1.99015 2.23133 2.97873
H12 -1.61159 2.33210 1.26817
H13 -0.33044 2.54875 2.47841
H14 3.11861 -2.89520 0.57696
H15 1.93542 -2.40122 -0.64377
H16 1.82314 -3.99607 0.09517
H17 2.85038 -1.99212 3.29326
H18 2.04813 -3.55123 3.44581
H19 1.28644 -2.10200 4.10563
H20 -1.33552 -3.07821 1.07239
H21 -0.99575 -3.28363 2.79814
H22 -0.27971 -4.37839 1.60906
H23 2.54340 0.35820 4.08294
H24 1.51935 1.77121 3.82942
H25 3.25421 1.85780 3.48486
H26 4.04626 -0.87991 1.56324
H27 4.42805 0.76580 1.05095
H28 3.55252 -0.32502 -0.03715
H29 2.97073 3.61489 1.50921
H30 2.07183 5.48852 0.13471
H31 0.14502 5.02191 -1.40622
H32 -0.68591 2.69673 -1.60242
F1 -3.85469 2.67908 -0.55084
B1 -3.31524 2.40280 -1.80679
F2 -4.30509 2.05092 -2.71931
F3 -2.60891 3.54836 -2.28488
F4 -2.36335 1.34817 -1.69020

Properties
relative energy (zero: lowest compared OMol25 entry of this formula, charge and spin) = 0.000 eV
multiplicity = 1
E_LUMO = 2.037 eV
total charge = -1

=====

Entry 3:
This record from the OMol25 dataset describes one molecule with the formula C23H32BNO2. The level of theory is ωB97M-V with the def2-TZVPD basis set.

Element x y z (Å)
C1 -2.77413 -2.65541 0.47409
C2 -1.52801 -2.35040 1.29571
C3 -0.83845 -3.66997 1.64363
O1 -0.62884 -1.56388 0.54398
B1 -0.05156 -0.60123 1.45854
C4 1.52229 -1.12103 1.85385
C5 1.97115 -1.24561 3.16574
C6 3.19041 -1.89827 3.46437
C7 3.99868 -2.38812 2.42554
C8 3.59742 -2.16394 1.10560
C9 2.36233 -1.54563 0.82725
C10 -0.10498 0.91481 0.78892
C11 0.05457 2.02335 1.72362
C12 0.24766 1.22930 -0.61761
O2 -0.65776 -0.72844 2.79539
C13 -1.84022 -1.46349 2.62842
C14 -2.96302 -0.45815 2.38928
C15 -2.18146 -2.31510 3.84721
H1 -3.46710 -3.28307 1.05433
H2 -3.28665 -1.73429 0.17520
H3 -2.48474 -3.20960 -0.42706
H4 -1.56128 -4.39447 2.04372
H5 -0.40965 -4.09298 0.72612
H6 -0.02958 -3.52886 2.37374
H7 1.38771 -0.86040 4.00483
H8 3.49513 -2.02654 4.50471
H9 4.93207 -2.91923 2.65544
H10 4.23465 -2.48422 0.27777
H11 2.05079 -1.40317 -0.20386
H12 -0.13435 1.66547 2.73966
H13 1.08529 2.42589 1.71982
H14 -0.62274 2.86215 1.50452
H15 0.93170 2.09561 -0.59521
H16 0.80177 0.39266 -1.04641
H17 -3.92151 -0.97430 2.25446
H18 -3.04854 0.18648 3.27346
H19 -2.73946 0.17688 1.51678
H20 -3.09201 -2.89424 3.64430
H21 -1.37682 -3.00287 4.11882
H22 -2.39260 -1.67318 4.70701
C16 -0.79863 0.58666 -3.87897
N1 -0.09680 1.51613 -3.01371
C17 0.51800 2.64148 -3.58076
C18 1.83523 3.08502 -3.23663
C19 2.45673 4.08222 -4.01151
C20 1.75569 4.70177 -5.05157
C21 0.44670 4.32717 -5.35476
C22 -0.13221 3.25748 -4.67135
C23 -0.76465 1.63406 -1.64709
H23 -0.46087 0.65640 -4.91244
H24 -0.64514 -0.41701 -3.47623
H25 -1.87353 0.80519 -3.86379
H26 2.36549 2.59769 -2.40941
H27 3.49739 4.36242 -3.79424
H28 2.24196 5.46414 -5.66799
H29 -0.14352 4.83855 -6.11496
H30 -1.12126 2.88905 -4.94044
H31 -1.15310 2.67303 -1.51073
H32 -1.65559 0.97602 -1.69910

Properties
multiplicity = 1
E_LUMO = -1.658 eV

=====

Entry 4:
This record from the OMol25 dataset describes C23H32Br33FGaO as an isolated structure. The level of theory is ωB97M-V with the def2-TZVPD basis set.

Element x y z (Å)
C1 -0.63431 2.66336 3.09452
C2 -0.05492 1.41463 2.71683
C3 0.55851 -0.04705 2.18259
Ga1 0.22145 -0.01856 0.10084
C4 1.03548 1.81998 -0.53349
C5 2.42513 1.92232 -1.08642
C6 1.16955 -1.64739 -0.78542
O1 0.36242 -2.34398 -1.79896
C7 0.42278 -1.68678 -3.11414
C8 1.86500 -1.89492 -3.90711
C9 2.63346 -0.45679 -4.18826
C10 -1.86250 -0.07555 -0.10042
F1 -2.35438 -1.49245 -0.26480
C11 -2.44719 0.95745 -1.23137
C12 -2.47303 0.35673 -2.75784
H1 -1.14933 3.72880 2.94075
H2 -0.03916 -0.96487 2.60214
H3 1.71873 -0.09525 2.36542
H4 0.36897 2.77356 -0.40412
H5 2.68684 2.85187 -1.75424
H6 3.28787 1.16195 -0.84226
H7 1.35045 -2.43451 0.09345
H8 2.22841 -1.35338 -1.19538
H9 0.16649 -0.52911 -3.03350
H10 -0.43224 -2.15460 -3.80075
H11 1.67264 -2.44791 -4.94471
H12 2.58079 -2.53477 -3.23267
H13 2.56523 -0.11390 -5.32564
H14 2.20576 0.35844 -3.46132
H15 3.77290 -0.63346 -3.94884
H16 -2.32327 0.27859 0.94230
H17 -3.58484 1.16311 -0.93396
H18 -1.93122 2.02660 -1.20266
H19 -3.53011 0.62786 -3.23471
H20 -2.32708 -0.81743 -2.73604
H21 -1.61209 0.90304 -3.36268
C13 2.13915 -3.40400 4.22671
Br1 3.60484 -2.15332 3.95844
Br2 0.81758 -2.71324 5.47590
Br3 1.33023 -3.94328 2.54183
H22 2.56644 -4.30500 4.67909
C14 4.16560 5.97654 -1.26637
Br4 3.44830 7.37844 -2.40855
Br5 3.00802 5.61992 0.25579
Br6 4.56185 4.35764 -2.26945
H23 5.11576 6.34523 -0.86601
C15 -0.82828 -7.35820 1.64173
Br7 -1.54558 -5.95630 0.49956
Br8 -1.98587 -7.71483 3.16390
Br9 -0.43203 -8.97710 0.63866
H24 0.12188 -6.98951 2.04209
C16 -0.29623 8.25001 -2.81473
Br10 -0.81437 8.84603 -1.03690
Br11 -0.53940 6.33257 -3.03487
Br12 -1.20214 9.25940 -4.20917
H25 0.77513 8.45054 -2.91956
C17 -5.80157 0.04419 2.04647
Br13 -4.15181 -0.53673 2.89809
Br14 -5.67881 1.87659 1.40507
Br15 -6.36014 -1.17894 0.64078
H26 -6.58159 0.02595 2.81476
C18 8.35072 4.06738 0.04078
Br16 8.21591 5.04402 -1.63625
Br17 6.74642 4.26310 1.12341
Br18 8.80773 2.19827 -0.24482
H27 9.17460 4.51519 0.60621
C19 -4.36172 -4.76344 -2.50582
Br19 -6.21882 -4.30846 -2.86441
Br20 -3.52007 -5.62644 -4.03260
Br21 -3.34427 -3.22272 -1.89348
H28 -4.36310 -5.49134 -1.68778
C20 4.39044 -5.20968 -0.29822
Br22 4.61310 -5.80479 1.54044
Br23 2.84718 -6.03749 -1.14514
Br24 4.33424 -3.26967 -0.42932
H29 5.27519 -5.54202 -0.85120
C21 0.02107 -1.63275 9.43031
Br25 -1.36147 -1.76580 8.06822
Br26 1.62058 -2.62414 8.93747
Br27 0.42436 0.21779 9.87398
H30 -0.37757 -2.09939 10.33715
C22 -1.14802 4.93577 -6.61651
Br28 0.39921 4.38785 -7.66068
Br29 -2.67713 5.34367 -7.74773
Br30 -1.59165 3.63302 -5.24173
H31 -0.87452 5.86292 -6.10210
C23 -7.95930 -1.17583 5.89332
Br31 -6.30954 -1.75675 6.74493
Br32 -7.83654 0.65657 5.25191
Br33 -8.51787 -2.39895 4.48763
H32 -8.73932 -1.19407 6.66160

Properties
multiplicity = 1
E_LUMO = 1.118 eV
total charge = -1